DFT (the ωB97M-V functional and the def2-TZVPD basis) results for a molecular structure, C42H98N6O10 at a distorted geometry.

```
156
Properties=species:S:1:pos:R:3:forces:R:3:lowdin_charge:R:1
O -3.146992 0.245916 -2.050817 0.2 -0.6 0.6 -0.21
O -0.586212 -4.274364 -1.630197 0.2 0.8 0.6 -0.21
O -2.734032 -3.337284 -0.527287 -1.2 -1.0 -1.7 -0.19
O 3.839308 1.258016 -2.474097 0.1 0.6 -0.4 0.00
O -2.088732 3.430256 0.891573 -8.5 8.1 -1.9 -0.03
O -1.956642 -3.960294 3.537173 1.2 -1.3 -0.5 -0.19
O -5.929652 -3.466234 -3.909917 -1.3 -1.7 1.1 -0.21
O 1.844938 0.065246 2.434353 0.6 -1.3 2.5 -0.14
O -0.387072 2.543346 -0.172087 2.4 -4.5 2.1 -0.20
O 6.612178 0.959086 7.101793 -2.4 0.0 -0.1 -0.23
N 3.961508 -0.066924 -2.132907 -0.6 -3.6 2.9 -0.15
N -0.623862 -6.117754 0.627843 -0.6 -1.2 -1.6 -0.06
N -3.628652 -2.166324 -4.332817 0.3 1.0 -0.6 -0.05
N -1.572392 -0.175114 0.440413 0.1 2.4 -0.2 0.00
N -1.479092 4.634816 1.122133 0.9 3.0 3.1 -0.06
N 4.293808 0.633546 4.705623 0.9 0.0 -1.7 -0.07
C -0.471282 0.507856 1.204983 -6.3 -2.9 -6.8 -0.14
C -1.223722 7.513276 1.528363 -0.6 -0.1 -0.5 -0.15
C 5.754928 -0.236134 -3.774707 -1.6 -1.0 0.2 -0.03
C -1.578732 -6.218534 -0.552197 1.9 -0.1 1.2 -0.15
C -1.738052 -4.503814 2.200463 -0.1 0.9 -0.2 -0.19
C 4.092348 1.205896 3.350193 -1.9 -2.1 0.9 -0.15
C -1.841092 5.260086 2.521813 -0.8 -1.6 -0.8 -0.48
C 0.980958 2.694316 -0.544807 1.1 -1.6 -0.7 -0.09
C -3.074492 1.463786 -1.386337 -1.0 2.8 -1.5 -0.11
C -6.899482 -4.610754 -3.698007 1.4 1.2 -1.4 -0.03
C -4.674072 -2.038794 -5.383677 -0.1 0.0 1.5 -0.18
C 3.616498 -1.916904 -0.471047 -0.8 -0.6 -2.6 -0.06
C 0.865998 1.101116 2.421993 12.0 3.9 5.6 -0.24
C 3.945318 -2.970284 -1.627487 -1.1 1.3 2.0 -0.19
C -3.328482 0.249616 -3.429877 1.1 0.7 -1.4 -0.20
C -5.638932 -3.195674 -5.254467 -0.2 -1.1 -0.8 -0.27
C -3.308792 5.434016 2.669613 -1.6 1.2 0.0 -0.06
C -3.326992 -3.946224 -1.665977 -0.2 -0.1 -0.5 -0.10
C -2.906602 5.738886 -0.663607 0.0 -1.2 -0.1 -0.02
C 4.941438 -2.363644 -2.522847 0.3 1.0 -0.9 -0.15
C -0.907792 6.880786 0.083583 1.3 0.3 2.3 -0.09
C -2.312962 -2.587664 3.552763 -0.1 -1.0 0.8 -0.11
C 7.203928 -0.140034 6.399343 0.6 0.7 1.0 -0.12
C 3.513818 -1.209594 -4.306457 0.3 -1.2 1.2 -0.02
C -1.497072 5.456326 -0.090117 -0.1 -1.1 -1.5 -0.42
C -1.411182 4.252536 3.628183 1.6 1.3 -1.6 -0.02
C -1.108842 6.564406 2.718253 1.4 -0.4 -1.3 -0.16
C 4.765608 1.686656 5.598633 -0.7 -1.4 -0.5 -0.22
C 2.947628 -0.591054 -1.108097 4.7 0.3 0.9 -0.36
C -0.881982 -5.599124 -1.817677 -0.9 -0.4 1.0 -0.24
C 4.535458 -0.961024 -3.097827 -0.6 -0.1 -2.8 -0.47
C -2.764522 -0.985564 -4.135267 -0.2 -0.8 -0.3 -0.19
C 3.254978 0.392116 2.298353 0.4 2.3 4.0 -0.24
C -1.518492 -1.573054 0.172893 0.3 0.6 0.3 -0.17
C -0.594152 4.490896 -0.984497 -0.9 4.6 -1.9 -0.04
C 0.655528 -3.757914 -2.012857 -1.3 0.2 0.1 -0.09
C -1.179562 -5.949904 1.985973 0.1 1.3 -0.4 -0.17
C 5.133358 1.188266 6.998113 2.3 0.7 0.0 -0.14
C -0.519462 2.092166 1.166273 1.4 -6.5 -1.5 -0.17
C 1.571518 -0.907974 -1.555767 -0.1 1.5 -0.8 -0.03
C -2.683482 -1.958874 -0.797797 2.4 -0.3 3.5 -0.16
C 3.095118 0.386126 0.123553 -1.3 -1.0 -5.4 -0.14
H 4.617238 0.337136 7.442293 -0.2 -0.3 -0.7 0.12
H 5.278708 0.538146 -4.376207 0.6 0.7 0.5 0.07
H -4.333362 0.523986 -3.750877 -0.4 -0.2 0.2 0.13
H -3.069202 1.442486 -0.296557 -0.8 -0.3 -0.4 0.09
H 4.002308 -1.856824 -5.034857 0.2 0.7 -0.7 0.08
H -3.443372 6.229496 0.148353 -0.4 0.3 -0.6 0.07
H -4.414982 -3.880044 -1.662877 -0.3 0.1 0.2 0.09
H -3.689312 6.366176 2.252013 0.2 0.2 -0.3 0.07
H -7.099382 -4.818424 -2.646807 0.0 0.9 -0.1 0.08
H 0.542198 0.215576 0.930153 -0.9 -1.1 -0.6 0.13
H 0.929788 -4.117454 -3.004627 0.4 0.1 -0.2 0.11
H -2.270422 2.147856 -1.657667 1.0 -0.8 -0.2 0.08
H 5.905168 -2.314784 -2.015957 0.2 0.1 -0.2 0.12
H -7.761682 -4.384644 -4.325357 -0.4 0.1 0.5 0.08
H -2.037462 0.330526 -0.299957 1.1 -0.4 0.4 0.04
H -3.542002 5.558576 3.727063 -0.3 -0.5 0.1 0.09
H -2.877522 6.273586 -1.612997 0.3 0.7 0.4 0.08
H -5.313292 -1.163094 -5.271147 0.3 0.6 0.0 0.11
H 1.203258 -0.119404 -2.211997 -0.3 0.5 0.3 0.11
H 0.999558 -0.921864 -0.627987 -0.5 -0.5 -0.5 0.08
H 5.639168 2.083996 5.081803 0.3 0.1 0.5 0.12
H 2.720268 -1.890544 -3.998757 -0.3 0.2 0.4 0.05
H -1.685192 -7.232164 -0.938607 -0.4 -0.5 0.7 0.10
H -0.590312 0.187506 2.240023 -7.3 -7.7 -3.6 0.13
H 2.446988 0.001966 0.911243 -0.6 -0.5 -2.7 0.05
H -1.448342 2.789126 1.208523 0.4 12.3 -4.3 -0.22
H -0.045102 6.326976 2.731953 0.3 -0.3 0.3 0.12
H 0.166258 6.847676 -0.099277 0.4 -0.3 0.6 0.10
H -0.375952 -6.195914 2.680073 -0.2 0.0 0.2 0.11
H 4.547468 -1.677834 0.042993 -0.1 0.1 0.1 0.11
H -1.303922 7.044236 3.677323 -0.5 0.0 -0.1 0.13
H -1.633272 -1.974844 2.960673 -0.5 0.0 -0.4 0.06
H 0.025228 -6.174084 -2.003397 0.1 -0.3 0.1 0.13
H 1.104408 1.740256 1.571833 2.3 -1.2 1.0 0.07
H -2.028642 -6.621904 2.110803 0.3 -0.4 0.0 0.11
H -6.544152 -3.017834 -5.835007 -0.4 0.5 0.1 0.11
H 1.145948 3.101736 -1.542247 -0.8 -0.2 -0.2 0.12
H -2.670162 0.964116 -3.924037 0.0 1.0 0.5 0.12
H -4.237832 -2.057854 -6.382387 0.1 0.1 0.1 0.12
H -0.313542 5.110536 -1.836207 0.3 0.3 -0.5 0.09
H 0.067508 2.555146 1.959503 -1.3 1.4 -1.0 0.12
H -1.044642 3.583776 -1.387357 -0.7 1.4 -0.3 0.08
H -1.364172 4.751106 4.596333 -0.9 -0.3 0.2 0.09
H 3.563238 2.154556 3.440653 0.0 0.5 0.0 0.10
H 4.699608 1.493336 -2.118987 -0.1 1.3 -0.2 0.11
H -0.160082 0.733376 2.417503 6.7 6.3 5.6 -0.03
H -2.315122 -0.664504 -5.074977 -0.5 0.0 -0.4 0.12
H 0.428918 -2.692114 -1.984407 0.0 -0.9 -0.5 0.05
H 6.428818 0.048616 -2.966697 0.3 0.4 -0.5 0.09
H 6.635448 -1.053904 6.226793 -0.6 0.4 0.0 0.08
H -0.508932 -1.833714 -0.144837 -0.1 -0.6 -0.7 0.09
H 2.772498 1.408226 -0.074737 0.6 -0.4 -0.2 0.07
H -2.990932 -3.431084 -2.565857 0.2 -0.3 0.1 0.07
H -6.512052 -5.553354 -4.084657 0.5 0.1 -0.2 0.08
H 3.019078 -0.307964 -4.667567 0.5 0.0 -0.2 0.08
H 1.064138 1.772646 3.257403 0.3 0.5 0.8 0.13
H -1.539332 -5.670884 -2.684187 0.0 -0.5 -0.2 0.12
H -2.446042 -1.630574 -1.809687 -0.3 -0.8 0.4 0.09
H 2.885688 -2.373594 0.196363 0.0 0.2 0.3 0.12
H -3.452492 4.854416 -0.991937 0.0 -0.5 0.6 0.07
H 0.089418 -5.506964 0.256003 0.2 0.5 1.3 0.08
H -2.675422 -4.416744 1.651053 -0.2 -0.1 0.0 0.10
H -5.237222 -4.050604 -5.798357 0.5 -0.6 0.4 0.12
H -1.174352 7.657376 -0.633317 -0.8 -0.6 -0.3 0.11
H -1.080272 -3.841904 1.637173 0.4 0.1 0.2 0.10
H 4.309768 -3.900394 -1.191387 -0.1 -0.1 0.0 0.12
H 4.032788 2.492186 5.551873 -0.2 0.4 0.7 0.10
H 4.072218 0.513746 0.589493 0.7 -1.0 -3.0 0.10
H -3.051212 -4.990794 -1.810607 -0.3 0.4 0.5 0.06
H 1.544118 1.765606 -0.636717 -0.9 0.2 0.6 0.07
H -3.386022 -2.580214 3.361463 0.0 0.9 -0.8 0.10
H -1.865112 -1.287404 -3.598547 0.0 -0.2 0.3 0.11
H -0.624152 8.379996 1.806623 0.4 0.0 -0.6 0.10
H 7.982098 -0.387664 7.121313 0.4 -0.4 -0.4 0.08
H 1.446058 -3.906264 -1.277237 0.1 -0.5 0.1 0.09
H 6.201448 -0.873074 -4.538277 0.3 -0.3 0.4 0.08
H -0.349802 4.219686 3.382223 0.4 -1.0 0.2 0.07
H 4.958008 1.997996 7.706403 0.2 0.1 0.0 0.11
H -1.898762 3.281156 3.545873 0.0 0.2 0.4 0.09
H 0.314868 4.168966 -0.476417 -1.8 3.3 -0.5 0.03
H -4.042972 -2.287984 -3.419767 -0.7 -0.4 -0.3 0.06
H -1.559972 2.234086 1.458363 -0.9 -14.2 6.0 0.13
H 1.400708 3.478786 0.084903 1.1 -0.8 0.6 0.13
H 7.672868 0.226936 5.486373 -0.2 -0.2 -0.2 0.08
H -3.919192 4.671936 2.185103 0.2 -0.4 0.4 0.09
H 3.715168 -0.450824 1.782813 0.2 -0.5 2.2 0.11
H -2.231752 7.927546 1.509373 -0.3 -0.1 -0.2 0.09
H -2.199312 -2.223564 4.573853 0.1 -0.2 0.2 0.08
H 3.073088 -3.183504 -2.245427 -0.2 -0.1 0.4 0.07
H -1.612592 -2.063804 1.141603 -0.5 -0.4 -0.5 0.07
H -3.544132 -1.478134 -0.332747 -0.4 0.2 -0.7 0.14
H 3.325148 1.103516 1.475503 -0.4 1.3 3.2 0.05
H -2.468412 -5.839864 -0.049037 -0.6 0.2 -1.5 0.10
H 5.013098 1.386296 2.795423 0.4 0.0 0.4 0.12
H 1.473598 -1.770224 -2.215337 0.8 0.6 0.8 0.03
H 4.942838 -3.055944 -3.364757 0.9 0.2 -0.4 0.12
H 3.525998 0.043296 4.992283 -0.1 0.4 0.2 0.11
H -3.851952 2.118626 -1.779827 -1.0 -0.1 0.6 0.10
```
Forces are in eV/Å.

Output
Highest occupied orbital energy, Eh: -0.27861
E_LUMO, eV: 0.439
Maximum force, Eh/bohr: 0.301